Entry 1:
Molecular formula: C11H34N2O11
Method: DFT, wB97M-V/def2-TZVPD

**Spin multiplicity**: 1
**SMILES string**: NC(N)=O.OCCO.OCCO.OCCO.OCCO.OCCO
**Max |F|**: 2.3 eV/A
**Frontier orbital gap**: 0.36690 hartree

The geometry in XYZ format:
```
58
Properties=species:S:1:pos:R:3:forces:R:3:nbo_charge:R:1
C 10.719 6.852 6.738 -0.760 -1.644 0.528 -0.09
C 9.205 6.939 6.576 0.043 0.621 -1.259 -0.10
O 8.515 6.023 7.391 -0.038 1.078 0.335 -0.74
O 11.023 7.033 8.150 1.499 -0.734 -0.606 -0.75
H 11.229 7.551 6.070 0.099 0.114 0.264 0.17
H 10.972 5.794 6.440 0.108 0.983 0.288 0.17
H 8.941 6.702 5.546 0.378 -0.296 -0.392 0.17
H 8.857 7.998 6.613 0.140 -0.649 0.805 0.18
H 8.119 6.627 8.050 -0.087 -0.457 0.171 0.50
H 11.807 6.450 8.342 -1.284 1.024 -0.200 0.48
C 9.758 15.214 8.390 -0.036 -1.711 -0.151 -0.10
C 8.506 15.089 9.298 0.413 0.745 0.134 -0.08
O 8.393 13.832 9.980 0.476 -0.063 -1.112 -0.77
O 9.705 14.182 7.322 -0.383 1.913 0.755 -0.76
H 10.693 15.038 8.964 -0.553 0.336 -0.179 0.18
H 9.770 16.217 7.928 0.028 -0.590 0.070 0.19
H 7.626 15.327 8.674 0.118 -0.483 0.218 0.17
H 8.530 15.844 10.105 0.146 -0.135 -0.448 0.18
H 8.865 13.175 9.426 -0.322 0.127 0.235 0.50
H 10.113 13.364 7.619 0.050 -0.271 0.321 0.50
C 10.938 10.602 8.009 0.883 0.254 -0.054 -0.10
C 12.116 10.967 8.920 0.732 0.391 -0.541 -0.07
O 11.713 11.543 10.144 -0.588 -0.424 0.365 -0.73
O 9.849 11.492 8.258 0.205 0.722 -0.188 -0.80
H 10.559 9.639 8.230 -0.001 -1.252 -0.143 0.20
H 11.422 10.677 7.003 -1.138 -0.178 0.281 0.17
H 12.680 11.731 8.334 -0.141 -0.165 0.714 0.15
H 12.866 10.109 9.045 -1.307 0.814 -0.020 0.17
H 10.748 11.392 10.277 0.956 0.119 -0.231 0.49
H 9.024 11.147 7.872 0.256 -0.165 -0.344 0.52
C 6.565 11.389 6.152 1.377 0.097 1.585 -0.09
C 6.157 12.396 7.271 0.510 -0.038 -0.501 -0.09
O 5.622 11.769 8.421 -2.012 0.450 0.830 -0.76
O 7.648 10.478 6.517 -1.067 0.482 0.659 -0.75
H 7.058 11.973 5.411 -0.223 0.611 -1.008 0.19
H 5.760 10.777 5.775 -0.518 0.195 -0.166 0.18
H 5.424 13.083 6.836 0.076 -0.030 -0.077 0.17
H 7.029 13.001 7.603 -0.250 -0.389 -0.505 0.18
H 4.795 12.254 8.739 1.842 -1.036 -0.759 0.49
H 7.208 9.799 7.047 0.418 -0.439 0.232 0.49
C 7.821 13.330 13.646 -0.497 0.132 0.969 -0.09
C 8.831 12.256 13.284 0.254 -0.058 0.982 -0.08
O 8.772 11.940 11.923 -0.248 0.816 -0.982 -0.77
O 8.032 13.817 14.986 -0.012 -0.132 -0.826 -0.71
H 6.820 12.877 13.671 0.225 0.136 -0.261 0.18
H 7.792 14.168 12.943 0.163 -0.070 -0.153 0.16
H 8.492 11.392 13.830 0.111 -0.638 0.287 0.17
H 9.864 12.453 13.663 -0.618 0.309 -0.531 0.17
H 8.499 12.771 11.454 0.501 -0.797 0.094 0.51
H 8.623 14.560 14.866 0.242 0.216 0.411 0.46
C 8.028 9.001 9.652 -1.446 0.292 -0.982 0.79
O 7.654 8.297 8.693 -0.334 0.820 0.458 -0.75
N 9.218 8.832 10.198 1.259 -0.739 0.409 -0.83
N 7.307 10.029 10.184 0.807 -2.001 -0.017 -0.84
H 9.673 7.980 9.933 0.465 -0.240 0.039 0.42
H 9.359 9.219 11.100 0.457 0.176 0.654 0.39
H 6.635 10.384 9.587 -1.759 1.037 -1.072 0.41
H 7.754 10.630 10.830 0.386 0.815 0.616 0.41
```
Forces are in eV/Å.

Entry 2:
Molecular formula: C11H35N3O14
Method: DFT, wB97M-V/def2-TZVPD

**Spin multiplicity**: 1
**SMILES string**: C[N+](=O)[O-].C[N+](=O)[O-].C[N+](=O)[O-].COC(=O)OC.CO.CO.CO.CO.CO
**Max |F|**: 2.8 eV/A
**Frontier orbital gap**: 0.37299 hartree

The geometry in XYZ format:
```
63
Properties=species:S:1:pos:R:3:forces:R:3:nbo_charge:R:1
C -3.660 -3.218 1.269 -0.366 -0.365 0.580 -0.24
O -3.118 -2.442 0.277 1.233 1.567 -1.620 -0.75
H -3.167 -2.943 2.202 -0.463 -0.374 0.551 0.16
H -4.722 -2.975 1.234 -0.090 -0.582 0.626 0.18
H -3.418 -4.246 0.999 -0.651 -0.390 0.623 0.17
H -2.294 -2.886 0.062 0.404 -0.034 -0.906 0.50
C -0.510 -3.231 4.034 -0.490 0.620 -1.285 -0.27
O -0.648 -4.622 3.690 0.249 0.679 0.948 -0.72
H -1.468 -2.742 4.208 -0.287 -0.564 0.133 0.17
H 0.128 -2.946 4.871 0.222 -0.628 0.086 0.17
H -0.149 -2.766 3.116 0.337 0.545 0.197 0.18
H 0.259 -4.830 3.457 -0.040 -0.615 -0.130 0.46
C 2.638 -2.110 1.156 -2.348 0.969 0.681 -0.24
O 1.973 -1.068 1.907 1.414 0.638 0.751 -0.77
H 3.692 -2.163 1.426 -0.227 0.204 -0.145 0.19
H 2.080 -2.993 1.467 0.560 -0.703 -0.488 0.16
H 2.419 -1.864 0.117 0.668 -0.539 -0.315 0.16
H 1.047 -0.956 1.682 -0.167 -0.645 -0.363 0.49
C 0.041 -3.844 -1.950 0.278 -0.063 -0.877 -0.25
O -1.027 -3.931 -1.015 0.418 -0.006 0.043 -0.74
H -0.105 -4.539 -2.777 -0.269 0.021 -0.143 0.17
H 0.096 -2.845 -2.383 -0.301 0.059 0.225 0.18
H 1.044 -4.079 -1.592 -0.098 0.011 0.762 0.17
H -1.255 -4.860 -0.938 -0.051 -0.048 0.108 0.48
C -0.626 0.027 0.062 -0.740 -0.118 -1.506 -0.26
O -0.790 -1.016 0.957 0.789 -0.694 2.117 -0.78
H 0.372 0.466 0.071 -0.082 -0.040 0.263 0.20
H -0.804 -0.489 -0.881 0.231 0.914 -0.882 0.16
H -1.420 0.756 0.220 0.342 0.579 -0.241 0.17
H -1.656 -1.393 0.784 -0.333 -0.255 0.136 0.49
C 1.780 3.019 1.523 0.099 0.650 -0.399 -0.50
N 3.081 2.538 0.862 -0.154 1.092 1.197 0.54
O 2.979 1.700 0.016 -0.393 -0.771 -0.584 -0.36
O 4.137 3.034 1.223 -0.649 -0.016 0.074 -0.38
H 1.938 3.905 2.138 0.598 -0.467 0.244 0.23
H 1.305 2.202 2.066 0.329 -0.021 -0.153 0.24
H 1.122 3.393 0.739 0.082 -0.572 -0.327 0.23
C -3.968 0.541 1.663 0.386 -1.834 -0.042 -0.50
N -4.255 1.942 1.414 1.512 1.026 -0.671 0.54
O -3.540 2.610 0.690 0.879 -0.613 -0.615 -0.41
O -5.183 2.420 1.965 -2.372 0.332 1.480 -0.35
H -3.067 0.168 1.176 -0.258 0.572 -0.161 0.23
H -4.821 -0.027 1.292 0.016 0.073 0.089 0.24
H -3.848 0.343 2.729 -0.279 0.426 -0.004 0.24
C 2.569 -0.214 -2.671 -0.220 -0.321 -0.573 -0.50
N 3.835 0.414 -3.166 0.156 0.468 -2.035 0.52
O 4.112 0.264 -4.368 -0.556 -0.259 1.247 -0.41
O 4.495 1.097 -2.431 -0.034 -0.137 0.633 -0.34
H 2.024 -0.578 -3.541 0.299 0.021 -0.031 0.23
H 1.941 0.534 -2.187 0.473 -0.017 0.407 0.26
H 2.859 -1.070 -2.062 -0.101 0.350 0.283 0.23
C 2.481 3.901 -3.536 0.757 0.968 0.037 -0.26
O 1.409 4.621 -2.923 -0.413 1.029 -0.136 -0.49
C 0.565 3.983 -2.171 -2.064 -0.037 1.458 1.00
O 0.612 2.805 -1.932 -0.293 -0.404 0.244 -0.67
O -0.401 4.859 -1.673 0.801 -0.242 0.008 -0.53
C -1.603 4.349 -0.991 0.461 -1.170 -1.026 -0.26
H 2.262 2.864 -3.789 -0.194 0.308 -0.022 0.20
H 3.354 3.989 -2.890 -0.073 -0.473 0.209 0.20
H 2.707 4.566 -4.369 -0.009 -0.650 -0.409 0.20
H -1.404 3.523 -0.307 0.379 0.025 -0.192 0.20
H -2.242 3.978 -1.793 -0.135 -0.141 0.166 0.19
H -2.189 5.076 -0.428 0.831 0.660 -0.322 0.21
```
Forces are in eV/Å.

Entry 3:
Molecular formula: C11H36BO11SV
Method: DFT, wB97M-V/def2-TZVPD

**Spin multiplicity**: 1
**Total charge**: -2
**Max |F|**: 3.7 eV/A
**Frontier orbital gap**: 0.23865 hartree

The geometry in XYZ format:
```
61
Properties=species:S:1:pos:R:3:forces:R:3:lowdin_charge:R:1
O 0.307 0.312 0.471 0.101 0.177 0.022 -0.34
V -1.033 -0.109 1.193 -1.427 1.806 -2.905 0.81
O -0.536 -0.718 2.539 0.116 -1.487 1.661 -0.35
S -3.314 -0.147 -1.543 -0.179 -0.054 -0.611 0.29
O -4.526 -0.662 -0.809 0.899 -0.005 0.877 -0.42
O -2.317 0.439 -0.560 -0.001 -0.517 0.498 -0.46
O -2.640 -1.268 -2.247 0.179 -0.198 0.260 -0.42
O -3.736 0.902 -2.473 0.248 -0.093 0.118 -0.39
B -1.646 2.175 1.989 0.529 1.031 -0.646 -0.36
H -2.365 1.230 1.766 -0.253 -0.453 0.068 -0.02
H -1.297 2.653 0.923 0.145 -0.129 0.158 0.00
H -2.325 3.037 2.519 -0.057 -0.407 0.365 -0.01
H -0.684 1.823 2.637 -0.007 0.029 -0.154 -0.04
C -0.763 -3.253 0.697 0.773 -0.212 -0.288 -0.12
O -1.037 -2.041 0.029 0.228 -0.127 0.725 -0.18
H -1.378 -4.072 0.316 -0.256 0.099 0.196 0.09
H 0.291 -3.549 0.549 -0.125 0.069 0.015 0.08
H -0.884 -3.078 1.761 -0.274 -0.102 0.034 0.07
H -1.071 -2.161 -0.931 -0.776 0.695 -0.166 0.09
C -3.580 -1.871 2.583 -0.762 -0.517 -0.036 -0.18
O -3.234 -0.928 1.628 -0.338 0.454 -1.549 -0.24
H -2.715 -2.076 3.218 -0.061 0.154 0.005 0.07
H -4.424 -1.522 3.202 0.222 -0.009 0.081 0.08
H -3.914 -2.826 2.135 0.170 0.143 -0.005 0.08
H -3.869 -0.840 0.788 0.868 -0.318 0.974 0.10
C 2.274 0.769 3.969 1.218 -0.161 -0.066 -0.07
C 1.830 2.139 4.459 -1.512 -0.261 -0.005 -0.49
C 2.121 3.206 3.424 0.492 0.087 -0.630 -0.06
O 0.417 2.133 4.712 0.355 0.232 0.787 -0.10
H 2.134 0.650 2.892 -0.445 -0.069 0.100 0.07
H 1.825 -0.060 4.510 -0.406 0.145 -0.048 0.07
H 3.362 0.649 4.126 -0.107 0.195 -0.017 0.07
H 2.242 2.342 5.455 0.349 0.092 -0.227 0.12
H 2.157 4.230 3.794 -0.012 -0.061 0.248 0.07
H 1.330 3.166 2.670 0.009 -0.049 0.011 0.08
H 3.046 2.990 2.873 0.031 0.138 0.225 0.07
H -0.090 2.323 3.903 0.099 -0.279 -0.024 0.01
C 2.377 -1.574 -0.847 0.154 0.162 0.306 -0.05
C 2.677 -1.793 -2.334 0.185 -1.451 0.095 -0.45
C 3.213 -3.224 -2.589 -0.120 0.392 0.766 -0.07
O 1.521 -1.578 -3.139 0.332 0.145 -0.215 -0.06
H 2.736 -2.359 -0.170 0.243 -0.130 -0.401 0.07
H 1.301 -1.525 -0.665 0.102 0.288 -0.142 0.05
H 2.818 -0.648 -0.477 -0.295 0.107 -0.036 0.08
H 3.482 -1.153 -2.694 -0.459 0.569 -0.097 0.13
H 3.115 -3.513 -3.632 -0.006 -0.007 -0.087 0.07
H 2.671 -3.907 -1.928 -0.041 -0.221 -0.294 0.07
H 4.263 -3.264 -2.285 -0.012 -0.102 -0.072 0.07
H 0.834 -2.200 -2.875 -0.054 0.119 0.113 0.11
C -1.049 2.457 -4.458 -0.223 -0.343 -0.596 -0.06
C 0.202 1.664 -4.182 0.124 -0.830 0.075 -0.50
C 0.531 1.610 -2.703 0.497 1.165 0.425 -0.05
O -0.042 0.346 -4.703 0.284 0.297 -0.111 -0.06
H -0.951 3.486 -4.113 -0.160 0.050 0.063 0.07
H -1.910 1.940 -4.027 0.051 0.235 0.410 0.07
H -1.228 2.432 -5.541 0.092 0.280 0.035 0.07
H 1.049 2.105 -4.739 -0.016 -0.041 0.071 0.12
H 1.345 0.945 -2.404 -0.308 -0.498 -0.347 0.06
H -0.354 1.453 -2.084 0.048 -0.277 0.013 0.08
H 0.968 2.582 -2.417 -0.429 0.078 -0.020 0.08
H 0.471 -0.267 -4.162 -0.026 -0.021 -0.009 0.03
```
Forces are in eV/Å.

Entry 4:
Molecular formula: C11H36O7
Method: DFT, wB97M-V/def2-TZVPD

**Spin multiplicity**: 2
**Total charge**: +1
**Max |F|**: 2.8 eV/A
**Frontier orbital gap (spin up / spin down)**: 0.31253 / 0.07751 hartree

The geometry in XYZ format:
```
54
Properties=species:S:1:pos:R:3:forces:R:3:nbo_charge:R:1
C -4.438 -1.471 4.479 -0.737 0.704 -0.013 -0.62
C -3.811 -1.614 3.113 0.347 -0.008 1.141 0.09
C -2.356 -1.901 3.186 2.027 1.006 0.089 -0.63
O -4.460 -2.573 2.356 -0.748 -0.422 -0.966 -0.70
H -5.480 -1.169 4.374 -0.043 0.262 -0.182 0.22
H -3.902 -0.639 4.936 -0.121 -0.153 0.512 0.21
H -4.521 -2.330 5.144 0.757 -0.251 -0.269 0.22
H -3.850 -0.640 2.627 -0.460 0.308 -0.122 0.14
H -1.991 -2.727 3.797 -0.424 -0.157 -0.035 0.21
H -1.885 -0.985 3.544 0.117 0.109 0.779 0.20
H -1.849 -1.899 2.222 -0.488 -0.656 -0.443 0.20
H -4.154 -2.341 1.476 -0.301 -0.629 -0.410 0.46
C 4.650 2.149 0.034 0.162 0.542 -0.702 -0.57
C 4.597 0.770 0.889 -1.860 -0.933 -1.868 0.09
C 3.240 0.427 1.504 0.972 1.038 0.806 -0.70
O 4.831 -0.107 -0.199 0.916 0.537 0.580 -0.22
H 3.816 2.172 -0.668 0.029 -0.652 -0.124 0.25
H 5.588 2.197 -0.521 -0.088 -0.096 0.151 0.25
H 4.492 3.095 0.551 0.316 -0.479 1.155 0.28
H 5.492 0.550 1.471 0.518 0.919 0.557 0.30
H 2.928 1.366 1.962 -0.355 -0.293 0.440 0.27
H 3.374 -0.352 2.254 -0.079 0.145 0.219 0.26
H 2.430 0.124 0.842 0.133 0.108 -0.581 0.28
H 4.060 -0.679 -0.210 -0.905 -0.816 -0.693 0.52
C -0.355 1.532 -0.771 -0.773 -1.393 1.476 -0.25
O -0.101 0.301 -0.007 1.891 1.346 -0.649 -0.80
H -0.108 1.481 -1.831 0.210 -0.226 0.104 0.17
H -1.420 1.735 -0.658 -0.015 0.296 -0.261 0.18
H 0.178 2.332 -0.257 0.135 -0.036 -0.220 0.17
H -0.860 -0.287 -0.006 -0.737 0.387 -0.309 0.50
C -0.082 0.979 -5.337 -1.389 -1.579 -0.308 -0.24
O 1.057 1.665 -5.607 2.204 1.435 -0.733 -0.73
H 0.125 -0.090 -5.304 0.164 -0.265 0.792 0.16
H -0.498 1.366 -4.407 -0.567 -0.307 -0.104 0.16
H -0.751 0.977 -6.198 -0.661 0.635 0.303 0.17
H 0.977 2.068 -6.475 0.247 0.088 0.112 0.48
C -2.530 -1.947 -0.834 -1.027 -0.119 -0.372 -0.25
O -2.499 -0.682 -0.226 0.437 0.808 1.080 -0.76
H -1.630 -2.502 -0.570 0.018 0.165 -0.182 0.21
H -3.392 -2.484 -0.438 -0.003 -0.417 -0.283 0.17
H -2.653 -1.788 -1.905 0.218 -0.595 -0.131 0.18
H -3.203 -0.084 -0.490 -0.145 -0.339 -0.234 0.49
C 0.378 -3.356 1.371 0.799 -0.320 1.315 -0.26
O 0.117 -4.228 0.292 0.219 0.649 -0.107 -0.70
H 0.449 -2.290 1.152 -0.666 0.201 -0.434 0.15
H -0.280 -3.554 2.217 -0.302 0.162 -0.388 0.20
H 1.370 -3.584 1.759 0.286 -0.144 0.257 0.15
H 0.989 -4.253 -0.108 -0.262 -0.570 -0.697 0.46
C 1.489 3.959 -2.629 0.929 0.562 0.639 -0.24
O 0.489 4.944 -2.415 -0.383 -0.579 -0.217 -0.72
H 2.338 4.448 -3.108 0.001 -0.225 -0.533 0.17
H 1.917 3.596 -1.695 -0.171 -0.103 0.438 0.13
H 1.182 3.063 -3.169 -0.431 0.441 -0.322 0.19
H 0.509 5.261 -1.509 0.091 -0.088 -0.053 0.47
```
Forces are in eV/Å.

Which of these has the highest max |F|?
C11H36BO11SV